# 1
Molecular formula: C4H5Br2ClN3
Method: DFT, ωB97M-V/def2-TZVPD

The geometry in ORCA input format:
```
! RIJCOSX wB97M-V def2-TZVPD def2/J DEFGRID3
* xyz 1 3
C 1.00 -0.40 1.36
C -0.50 -0.05 -0.82
C 1.32 0.82 0.61
C -1.12 -0.71 0.50
N -0.11 -1.05 1.36
N 0.50 0.82 -0.55
N -0.95 -0.27 -2.02
Cl -2.28 0.62 1.19
Br 2.44 -0.83 2.60
Br -2.23 -2.25 0.12
H 0.92 1.53 1.37
H 2.40 0.99 0.39
H 1.01 1.40 -1.15
H -1.84 -0.83 -2.11
H -0.54 0.19 -2.83
*
```

## Properties
**HOMO level (spin up / spin down)**: -10.2020 / -13.9404 eV
**Energy**: -161294.3142 eV
**Maximum force**: 7.42 eV/Å
**LUMO (spin up / spin down)**: -3.7 / -9.1 eV

Atom charges from the natural (NBO) analysis, given in e for atoms 1 to 4:
1. C 0.242
2. C 0.475
3. C -0.331
4. C -0.099


# 2
Molecular formula: C12H18BN3O4
Method: DFT, ωB97M-V/def2-TZVPD

The geometry in ORCA input format:
```
! RIJCOSX wB97M-V def2-TZVPD def2/J DEFGRID3
* xyz 0 1
C -2.55 -2.42 -2.65
C -2.55 -0.88 -2.80
C -1.99 -0.48 -4.14
C -4.02 -0.46 -2.71
O -1.91 -0.25 -1.72
C -0.64 -0.66 -1.60
O -0.06 -1.38 -2.45
N 0.01 -0.08 -0.57
C 1.22 -0.40 -0.16
N 1.96 -1.33 -0.85
N 1.78 -0.04 1.07
C 1.50 1.02 1.99
C 0.37 1.84 1.70
C -0.02 2.86 2.53
C 0.65 3.04 3.71
C 1.64 2.24 4.04
C 2.12 1.24 3.16
B 3.26 0.29 3.66
O 3.91 -0.56 2.71
O 3.81 0.45 4.89
H -3.00 -2.97 -3.49
H -1.61 -2.94 -2.59
H -3.09 -2.63 -1.76
H -2.48 -0.94 -4.98
H -0.90 -0.55 -4.31
H -2.33 0.60 -4.11
H -4.47 -0.80 -1.80
H -4.04 0.61 -2.67
H -4.56 -0.79 -3.53
H 2.88 -1.44 -0.66
H 1.66 -1.59 -1.75
H 2.61 -0.63 1.23
H -0.17 1.64 0.79
H -0.65 3.64 2.23
H 0.40 3.79 4.48
H 2.13 2.37 5.01
H 4.73 -1.05 2.91
H 4.39 -0.34 5.16
*
```

## Properties
**HOMO level**: -8.4995 eV
**Energy**: -26075.4387 eV
**Energy above the lowest of the compared OMol25 structures with the same formula, charge and spin**: 27.4 kcal/mol
**Maximum force**: 3.96 eV/Å
**LUMO**: 0.0 eV
**SMILES**: CC(C)(C)OC(=O)/N=C(\N)Nc1ccccc1B(O)O

Atom charges from the natural (NBO) analysis, given in e for atoms 1 to 4:
1. C -0.645
2. C 0.254
3. C -0.640
4. C -0.605


# 3
Molecular formula: C2H4Cl3NO2S
Method: DFT, ωB97M-V/def2-TZVPD

The geometry in ORCA input format:
```
! RIJCOSX wB97M-V def2-TZVPD def2/J DEFGRID3
* xyz 0 1
C 0.21 -1.02 0.29
C -2.41 -0.17 0.15
N 2.36 0.50 -0.29
O 0.08 0.78 -1.52
O 0.42 1.75 0.69
S 0.66 0.61 -0.19
Cl -2.34 1.50 0.33
Cl -2.40 -0.69 -1.48
Cl -3.13 -1.16 1.30
H 0.29 -1.47 -0.67
H 0.65 -1.53 1.14
H 2.90 -0.35 -0.07
H 2.71 1.25 0.31
*
```

## Properties
**HOMO level (spin up / spin down)**: -9.8318 / -8.3306 eV
**Energy**: -56121.6591 eV
**Energy above the lowest of the compared OMol25 structures with the same formula, charge and spin**: 83.4 kcal/mol
**Maximum force**: 1.83 eV/Å
**LUMO (spin up / spin down)**: -0.9 / -1.7 eV

Atom charges from the natural (NBO) analysis, given in e for atoms 1 to 4:
1. C -0.626
2. C -0.246
3. N -1.079
4. O -0.939


# 4
Molecular formula: C5H6O2
Method: DFT, ωB97M-V/def2-TZVPD

The geometry in ORCA input format:
```
! RIJCOSX wB97M-V def2-TZVPD def2/J DEFGRID3
* xyz 0 1
C -1.36 2.93 0.13
C -0.89 1.83 0.22
C -0.35 0.49 0.31
C -0.93 -0.60 -0.48
O 0.30 -0.01 -0.86
H -1.78 3.91 0.05
H 0.16 0.23 1.24
H -0.87 -1.62 -0.10
H -1.77 -0.39 -1.14
C 1.98 -1.73 0.09
O 1.82 -1.56 1.28
H 1.36 -2.44 -0.48
H 2.78 -1.23 -0.49
*
```

## Properties
**HOMO level**: -10.0841 eV
**Energy**: -9373.0067 eV
**Energy above the lowest of the compared OMol25 structures with the same formula, charge and spin**: 94.3 kcal/mol
**Maximum force**: 0.54 eV/Å
**LUMO**: 1.0 eV
**SMILES**: C#C[C@H]1CO1.C=O

Atom charges from the natural (NBO) analysis, given in e for atoms 1 to 4:
1. C -0.192
2. C -0.052
3. C -0.029
4. C -0.089


# 5
Molecular formula: C36H72N2O10P2S
Method: DFT, ωB97M-V/def2-TZVPD

The geometry in ORCA input format:
```
! RIJCOSX wB97M-V def2-TZVPD def2/J DEFGRID3
* xyz 0 1
C 2.85 1.67 -5.36
C 3.73 0.72 -4.30
O 3.08 -0.58 -4.08
P 1.91 -0.47 -2.75
O 2.50 0.28 -1.49
C 1.54 -2.27 -2.23
C 0.87 -2.47 -0.75
C -0.75 -2.06 -0.67
N -1.28 -1.72 -2.05
C -0.86 -0.88 0.45
C -2.09 0.17 0.27
C -1.67 1.77 0.54
C -0.48 2.31 -0.46
N 0.20 3.47 0.29
C 1.63 3.66 -0.15
C 2.59 3.44 1.21
C 3.98 2.54 1.11
C 4.96 2.25 2.40
C 4.60 2.86 3.91
C 3.23 3.77 4.00
C 2.24 4.08 2.69
O 1.06 4.93 2.91
C -1.01 -1.51 2.00
O 0.18 -2.33 2.38
C -1.07 -0.31 3.15
O 0.18 0.50 3.00
O 0.35 1.11 4.15
C -2.30 -2.57 2.11
P -2.81 -2.97 3.91
C -3.65 -4.72 3.87
C -4.19 -1.77 4.53
C -5.23 -1.31 3.34
O -1.78 -3.85 1.54
S -1.71 -3.63 -0.15
O -1.14 -4.93 -0.85
O -3.22 -3.57 -0.63
O 0.50 0.34 -3.46
C 0.09 -0.37 -4.70
C -1.56 -0.31 -4.96
H 1.91 2.13 -4.84
H 2.49 1.02 -6.29
H 3.60 2.46 -5.80
H 4.74 0.48 -4.89
H 4.05 1.29 -3.33
H 2.59 -2.84 -2.21
H 0.92 -2.84 -3.08
H 1.53 -1.83 0.00
H 1.07 -3.60 -0.44
H -1.19 -2.63 -2.60
H -2.33 -1.56 -2.04
H 0.14 -0.24 0.50
H -2.62 0.17 -0.77
H -2.94 -0.06 1.07
H -2.64 2.38 0.24
H -1.47 2.01 1.66
H -0.98 2.80 -1.41
H 0.28 1.49 -0.82
H -0.33 4.37 0.14
H 1.83 4.76 -0.56
H 1.94 2.91 -0.99
H 4.30 2.08 0.06
H 5.95 1.59 2.33
H 5.31 2.67 4.84
H 2.96 4.20 5.08
H 0.59 4.72 3.78
H 1.03 -1.83 2.15
H -2.05 0.34 3.10
H -1.00 -0.75 4.26
H 0.49 2.09 3.89
H -3.24 -2.16 1.56
H -2.89 -5.56 4.24
H -4.61 -4.63 4.56
H -3.97 -4.94 2.74
H -4.84 -2.40 5.31
H -3.75 -0.78 5.00
H -5.30 -2.10 2.45
H -6.33 -1.12 3.70
H -4.88 -0.29 2.82
H 0.39 -1.50 -4.72
H 0.56 0.11 -5.69
H -2.00 -1.35 -4.57
H -2.06 0.54 -4.33
H -1.84 -0.25 -6.10
C -2.50 3.49 9.64
C -3.47 4.01 8.58
C -4.35 2.92 7.98
C -3.60 1.82 7.22
C -2.72 2.31 6.06
C -3.51 3.00 4.96
H -1.80 2.77 9.21
H -1.92 4.32 10.06
H -3.05 3.01 10.45
H -2.91 4.54 7.80
H -4.12 4.77 9.05
H -5.08 3.39 7.31
H -4.93 2.45 8.78
H -4.33 1.11 6.82
H -2.97 1.26 7.92
H -2.19 1.45 5.64
H -1.94 2.99 6.43
H -4.26 2.32 4.54
H -2.84 3.30 4.15
H -4.02 3.89 5.32
C 3.31 -3.47 -5.83
C 2.88 -2.43 -6.86
C 2.64 -3.04 -8.25
C 3.87 -3.67 -8.91
C 5.07 -2.73 -9.08
C 4.77 -1.55 -9.99
H 4.26 -3.93 -6.10
H 3.44 -2.99 -4.85
H 2.56 -4.25 -5.72
H 3.62 -1.63 -6.91
H 1.95 -1.97 -6.52
H 2.23 -2.26 -8.90
H 1.85 -3.80 -8.17
H 3.57 -4.05 -9.89
H 4.18 -4.54 -8.33
H 5.90 -3.31 -9.51
H 5.42 -2.37 -8.11
H 4.47 -1.89 -10.99
H 5.67 -0.93 -10.10
H 3.98 -0.91 -9.59
*
```

## Properties
**HOMO level**: -8.0454 eV
**Energy**: -91347.3169 eV
**Maximum force**: 8.38 eV/Å
**LUMO**: 0.3 eV
**SMILES**: CCOP(=O)(CC[C@]1(N)[C@@H](CCCNCc2ccccc2O)[C@@](O)(COO)[C@H](P(C)CC)OS1(=O)=O)OCC.CCCCCC.CCCCCC

Atom charges from the Löwdin analysis, given in e for atoms 1 to 4:
1. C -0.101
2. C -0.265
3. O -0.316
4. P 0.813


# 6
Molecular formula: C57H144N8O19
Method: DFT, ωB97M-V/def2-TZVPD

The geometry in ORCA input format:
```
! RIJCOSX wB97M-V def2-TZVPD def2/J DEFGRID3
* xyz 1 2
C -17.52 19.18 9.66
C -17.20 19.16 8.13
C -18.38 18.65 7.31
O -16.68 20.41 7.62
H -16.70 19.67 10.19
H -17.66 18.25 10.21
H -18.40 19.73 10.00
H -16.36 18.48 7.98
H -19.22 19.27 7.61
H -18.67 17.64 7.57
H -18.21 18.84 6.25
H -17.08 20.49 6.75
C -16.37 20.51 14.05
C -16.33 21.04 15.48
C -16.95 19.89 16.36
O -14.97 21.21 15.90
H -15.71 19.66 13.89
H -15.96 21.27 13.39
H -17.38 20.23 13.75
H -16.95 21.93 15.55
H -16.20 19.11 16.51
H -17.82 19.39 15.93
H -17.20 20.13 17.39
H -14.94 21.35 16.85
C -23.79 15.88 19.48
C -24.96 16.82 19.90
C -25.25 16.50 21.38
O -24.56 18.16 19.67
H -23.00 15.90 20.22
H -23.44 16.25 18.51
H -24.13 14.85 19.38
H -25.80 16.68 19.22
H -24.41 16.37 22.05
H -25.77 15.55 21.47
H -25.93 17.29 21.71
H -25.23 18.79 19.95
C -9.62 16.49 11.25
O -9.82 17.37 10.13
C -8.63 17.81 9.41
C -8.91 18.88 8.33
N -10.01 18.53 7.37
C -10.33 19.50 6.41
C -11.17 20.63 7.10
O -12.31 20.01 7.68
C -13.24 20.93 8.21
H -9.06 15.61 10.95
H -10.60 16.23 11.64
H -9.09 16.95 12.09
H -8.32 16.87 8.93
H -7.88 18.21 10.10
H -8.03 19.06 7.70
H -9.09 19.85 8.80
H -10.84 18.34 7.91
H -10.94 19.11 5.60
H -9.44 19.92 5.95
H -11.54 21.33 6.35
H -10.59 21.12 7.88
H -14.22 20.47 8.38
H -13.43 21.88 7.71
H -12.85 21.28 9.16
C -21.27 12.81 19.24
O -20.10 12.93 18.43
C -19.47 11.74 18.12
C -18.33 11.98 17.02
N -17.27 12.61 17.80
C -16.16 13.02 16.86
C -15.48 14.21 17.45
O -16.32 15.28 17.74
C -15.62 16.43 18.07
H -22.15 12.38 18.77
H -21.44 13.81 19.64
H -21.06 12.18 20.11
H -20.21 11.08 17.66
H -19.01 11.38 19.04
H -18.79 12.53 16.20
H -17.99 11.00 16.69
H -17.67 13.43 18.24
H -16.52 13.31 15.87
H -15.45 12.20 16.69
H -14.74 14.56 16.73
H -14.91 13.90 18.32
H -16.31 17.26 18.24
H -14.85 16.79 17.39
H -15.22 16.31 19.07
C -25.23 17.01 15.86
O -26.06 16.03 15.28
C -27.15 15.64 16.12
C -27.94 14.56 15.41
N -28.85 15.02 14.44
C -29.53 13.83 13.87
C -30.71 14.29 12.88
O -30.13 15.11 11.86
C -31.05 15.67 10.97
H -24.83 16.70 16.82
H -25.75 17.95 16.02
H -24.38 17.34 15.27
H -27.76 16.49 16.44
H -26.69 15.28 17.04
H -28.54 14.12 16.20
H -27.27 13.78 15.04
H -28.27 15.40 13.71
H -29.98 13.11 14.55
H -28.83 13.23 13.30
H -31.43 14.89 13.43
H -31.26 13.39 12.59
H -31.86 16.17 11.49
H -31.52 14.82 10.47
H -30.61 16.35 10.25
C -20.23 18.39 12.75
O -19.35 17.44 12.18
C -19.87 16.69 11.11
C -18.99 15.52 10.79
N -18.78 14.62 11.95
C -17.71 13.57 11.66
C -17.15 13.03 13.00
O -16.35 11.85 12.83
C -15.67 11.47 14.03
H -21.17 17.89 12.98
H -20.44 19.24 12.11
H -19.85 18.71 13.72
H -20.09 17.24 10.20
H -20.85 16.30 11.40
H -18.03 15.87 10.40
H -19.43 14.86 10.04
H -18.42 15.23 12.67
H -16.88 14.04 11.13
H -18.07 12.76 11.03
H -17.96 12.85 13.72
H -16.54 13.80 13.47
H -15.06 12.25 14.47
H -15.01 10.62 13.82
H -16.35 11.13 14.81
C -21.90 13.31 14.88
O -22.87 14.21 14.39
C -22.87 14.31 12.96
C -23.54 15.61 12.47
N -25.00 15.52 12.51
C -25.66 16.79 12.12
C -25.09 17.39 10.74
O -23.79 17.99 10.67
C -23.68 19.27 11.23
H -20.93 13.63 14.50
H -22.06 12.29 14.52
H -21.80 13.27 15.96
H -23.52 13.50 12.61
H -21.91 14.16 12.47
H -23.17 15.84 11.47
H -23.20 16.43 13.10
H -25.27 15.41 13.48
H -25.60 17.53 12.92
H -26.74 16.65 12.05
H -25.79 18.17 10.47
H -25.12 16.59 9.99
H -22.64 19.60 11.18
H -23.95 19.22 12.29
H -24.35 19.94 10.69
C -9.88 12.21 4.06
O -10.93 12.14 5.03
C -10.71 10.97 5.84
C -11.70 11.16 6.94
N -11.33 12.18 7.91
C -12.29 11.97 8.98
C -12.35 13.18 9.97
O -13.32 12.85 10.99
C -13.38 13.91 11.95
H -9.89 11.37 3.37
H -8.91 12.24 4.55
H -10.01 13.12 3.47
H -9.73 10.91 6.30
H -11.02 10.12 5.23
H -11.76 10.14 7.33
H -12.73 11.31 6.60
H -11.46 13.06 7.43
H -12.00 11.02 9.43
H -13.29 11.84 8.58
H -12.72 14.09 9.51
H -11.35 13.34 10.39
H -13.61 14.87 11.50
H -12.47 13.97 12.55
H -14.23 13.68 12.59
C -21.56 15.05 2.81
O -20.65 13.97 3.01
C -20.02 13.89 4.33
C -18.78 12.97 4.17
N -18.22 12.56 5.43
C -17.69 13.67 6.28
C -17.28 13.15 7.70
O -16.81 14.25 8.51
C -15.43 14.64 8.32
H -21.12 16.02 3.07
H -22.41 14.86 3.45
H -21.91 15.06 1.78
H -20.80 13.62 5.03
H -19.71 14.92 4.54
H -18.06 13.54 3.58
H -19.01 12.09 3.57
H -17.40 12.00 5.23
H -18.56 14.31 6.45
H -16.87 14.14 5.73
H -16.52 12.40 7.45
H -18.15 12.71 8.19
H -15.14 15.60 8.76
H -15.28 14.85 7.26
H -14.76 13.85 8.66
C -21.28 16.62 16.17
O -19.93 17.04 15.83
C -19.24 15.85 15.44
C -17.73 16.13 15.31
N -17.30 16.25 13.95
C -15.95 16.73 13.88
C -15.60 16.84 12.41
O -14.27 17.30 12.35
C -13.88 17.45 11.01
H -21.73 16.00 15.39
H -22.02 17.39 16.39
H -21.31 15.96 17.04
H -19.74 15.54 14.52
H -19.35 14.97 16.08
H -17.34 15.17 15.64
H -17.39 16.92 15.98
H -17.97 16.81 13.43
H -15.30 15.96 14.31
H -15.91 17.59 14.56
H -16.25 17.57 11.92
H -15.64 15.87 11.91
H -14.03 16.66 10.27
H -12.83 17.74 10.97
H -14.37 18.30 10.52
*
```

## Properties
**HOMO level (spin up / spin down)**: -9.5139 / -9.5139 eV
**Energy**: -112244.6592 eV
**Maximum force**: 3.56 eV/Å
**LUMO (spin up / spin down)**: -2.4 / -7.6 eV

Atom charges from the Löwdin analysis, given in e for atoms 1 to 4:
1. C -0.038
2. C -0.458
3. C -0.046
4. O -0.059